Here is a molecular structure, C6H15ClI2O2PSm in a non-equilibrium geometry from the OMol25 dataset. Energies are from ωB97M-V with the def2-TZVPD basis set.

As for the LUMO energy (alpha / beta): -9.526 / -8.408 eV. As for the multiplicity: 6. Its HOMO-LUMO gap (alpha / beta) is 5.534 / 6.654 eV. For the total energy, the calculation gives -66461.62681 eV. Its total charge is +2. The calculation puts the relative energy (zero: lowest compared OMol25 entry of this formula, charge and spin) at 0.00 kJ/mol.

```
28
Properties=species:S:1:pos:R:3:forces:R:3:lowdin_spin:R:1
I 1.907783 -4.647813 -1.113530 -0.6 0.1 0.2 0.000
I -0.720268 -4.779609 -0.449402 0.6 0.4 -0.1 -0.002
Sm 0.364490 -0.418860 0.488281 1.8 -1.3 1.2 5.113
P -0.042994 0.454731 -1.949807 0.3 1.1 -3.6 -0.034
C -1.638228 0.647528 -2.802859 -0.6 0.0 0.2 -0.005
C 0.873876 2.022751 -2.294352 0.0 0.1 0.6 -0.006
H 1.887202 -0.936280 -2.523192 -0.3 0.2 -0.4 0.000
H 0.962313 -0.465665 -4.016752 -0.1 -0.2 0.6 -0.001
H 0.368572 -1.774041 -2.883359 0.2 0.4 -0.3 0.000
C 0.881484 -0.796737 -2.962895 0.0 -0.3 0.7 -0.003
H 1.876361 1.956575 -1.830182 -0.4 0.0 -0.4 0.000
H 0.960242 2.212916 -3.381805 -0.1 -0.2 0.6 -0.001
H -1.508026 0.908887 -3.877643 -0.1 -0.2 0.8 -0.001
H -2.219348 1.437817 -2.282875 0.3 -0.3 -0.5 0.000
H 0.332929 2.852356 -1.799994 0.3 -0.3 -0.4 0.000
H -2.209000 -0.299336 -2.703342 0.3 0.5 -0.3 0.000
C -2.280463 -0.128661 0.386869 -5.9 -0.2 0.7 -0.009
O -3.434183 -0.159294 0.496490 5.3 0.2 -0.6 0.001
Cl 2.858767 -0.065356 0.301255 -1.1 -0.1 0.2 -0.036
C -0.193663 0.398041 4.801955 0.1 0.2 -0.3 0.000
C 0.202039 0.610730 3.340930 -0.8 -1.8 0.8 0.000
O 0.016273 -0.880857 2.753783 1.4 1.7 -0.4 -0.015
H -1.222878 0.028738 4.849182 0.2 0.2 0.0 0.000
H -0.099608 1.322602 5.380304 0.0 -0.1 -0.1 0.000
H 0.455713 -0.370664 5.238570 -0.1 0.3 0.0 0.000
H -0.511959 1.244678 2.787526 0.1 -0.3 0.1 0.000
H 1.233383 0.930193 3.182902 0.0 -0.2 0.0 0.000
H 0.899196 -1.305358 2.863937 -0.6 0.0 0.7 0.000
```
Positions in Å, forces in eV/Å.



Here is 2 unconnected molecules or ions with the total composition H5NO in a non-equilibrium geometry from the OMol25 dataset. Energies are from ωB97M-V with the def2-TZVPD basis set.

As for the LUMO energy: 0.705 eV. As for the multiplicity: 1. Its HOMO-LUMO gap is 10.107 eV. For the total energy, the calculation gives -3618.43598 eV. The SMILES is N.O. The calculation puts the relative energy (zero: lowest compared OMol25 entry of this formula, charge and spin) at 46.74 kJ/mol.

```
7
Properties=species:S:1:pos:R:3:forces:R:3:mulliken_charge:R:1
N -1.374887 -0.037576 -0.263379 0.9 0.8 0.6 -0.645
H -1.708065 0.940680 -0.069576 0.0 -1.7 0.1 0.215
H -1.753997 -0.766181 0.338399 -0.8 0.7 0.0 0.225
H -0.390594 -0.043926 0.059318 -0.7 0.2 -0.8 0.250
O 1.411078 0.007688 -0.231047 1.7 0.6 1.0 -0.704
H 1.924164 -0.821149 -0.116698 -0.3 0.9 0.0 0.327
H 1.892298 0.720461 0.282983 -0.7 -1.4 -0.9 0.331
```
Positions in Å, forces in eV/Å.



Here is 14 unconnected molecules or ions with the total composition C28H70N14O14 in a non-equilibrium geometry from the OMol25 dataset. Energies are from ωB97M-V with the def2-TZVPD basis set.

As for the LUMO energy: 0.199 eV. As for the multiplicity: 1. Its HOMO-LUMO gap is 9.076 eV. For the total energy, the calculation gives -79706.47985 eV. The calculation puts the relative energy (zero: lowest compared OMol25 entry of this formula, charge and spin) at 109.59 kJ/mol.

```
126
Properties=species:S:1:pos:R:3:forces:R:3:mulliken_charge:R:1
O 1.987485 -0.890855 4.193188 0.9 2.3 -0.3 -0.895
C 2.298785 0.283528 3.806658 -1.5 -1.0 1.8 0.876
N 2.857338 0.478388 2.641157 0.9 -1.4 -0.8 0.056
C 2.091506 1.541398 4.660038 1.4 -1.8 0.0 -0.691
H 2.991241 1.355475 2.202555 0.2 1.1 0.0 0.222
H 3.171853 -0.368343 2.155721 -0.4 0.3 -0.4 -0.081
H 1.188050 1.519185 5.230307 -0.5 -0.3 0.4 0.337
H 2.053867 2.364059 3.964287 0.6 0.7 0.3 0.101
H 2.984514 1.441918 5.370999 -1.2 0.9 -0.9 0.271
O -0.086134 -0.967317 -5.045952 0.5 -0.2 -0.1 -0.603
C -1.058935 -1.613012 -5.372541 -2.2 -1.3 -0.5 0.688
N -1.051287 -2.929210 -5.834389 1.8 1.3 0.5 -0.328
C -2.487536 -1.094037 -5.261995 -0.6 1.8 0.7 -0.991
H -0.110107 -3.321841 -5.970753 -1.0 0.0 0.1 0.233
H -1.889010 -3.490930 -5.947279 0.0 0.2 0.0 0.194
H -2.795698 -0.891447 -4.233897 0.6 -0.3 0.5 0.046
H -3.275810 -1.719493 -5.611846 -0.2 -0.9 -0.6 0.434
H -2.713494 -0.080603 -5.667690 0.9 -0.7 -0.3 0.349
O 5.200361 0.661046 -4.101908 -1.7 0.6 -1.4 -0.653
C 5.957037 0.633538 -3.185233 1.4 -0.7 1.8 0.508
N 7.215742 0.143642 -3.401861 1.4 -0.9 -0.7 -0.466
C 5.618630 0.933772 -1.723751 -0.2 -0.8 0.2 -0.475
H 7.395060 -0.239004 -4.346407 -0.4 0.6 0.9 0.234
H 7.885622 -0.202187 -2.709322 -0.8 0.6 -0.2 0.201
H 6.427180 0.459207 -1.135168 -0.3 1.0 0.1 0.277
H 4.745644 0.298303 -1.485471 0.1 0.4 -0.2 -0.015
H 5.339896 1.982503 -1.452111 0.7 -0.9 -0.4 0.238
O -2.194753 4.181895 4.403174 0.4 0.4 0.7 -0.724
C -2.618165 3.508438 3.490471 -0.7 0.3 -0.3 0.837
N -1.883193 2.610590 2.832612 1.5 -0.4 -0.3 0.119
C -3.984614 3.671165 2.917532 -1.1 -0.8 -1.0 -1.145
H -0.861146 2.758707 2.921814 -1.1 -0.6 -0.4 -0.050
H -2.277700 2.191574 1.993299 0.8 0.2 0.3 -0.020
H -4.497704 2.697932 2.790546 0.6 0.1 -0.3 0.303
H -3.876674 4.117071 1.881701 -0.5 -0.1 1.4 0.277
H -4.680881 4.131539 3.602128 0.2 1.0 -0.1 0.340
O -0.614735 1.833954 0.225092 0.1 -0.8 -0.2 -0.803
C 0.067571 0.892090 -0.223841 0.4 0.9 0.6 0.787
N 0.627251 0.012294 0.619003 0.6 -1.0 0.5 0.824
C 0.339046 0.776782 -1.681952 -0.4 0.4 1.5 -1.003
H 1.296234 -0.773991 0.417513 -1.0 1.2 0.1 -0.196
H 0.482073 0.263528 1.591532 0.2 -0.4 -0.2 -0.456
H 1.325278 1.116476 -1.888625 0.6 1.0 -0.4 0.502
H -0.487781 1.299044 -2.085155 -0.3 0.7 -1.3 0.362
H 0.356242 -0.217123 -1.972548 -0.3 -2.1 -0.7 0.013
O 0.197444 -3.940854 -0.113334 0.6 0.1 0.5 -0.674
C 0.239274 -3.438800 -1.219711 -1.4 -0.1 -1.8 0.712
N -0.908895 -3.325138 -1.966974 -1.4 0.7 -0.1 0.166
C 1.475414 -3.007948 -1.989912 0.4 -1.5 0.5 -0.681
H -1.835514 -3.529276 -1.492526 1.5 0.2 -0.7 -0.074
H -0.930295 -2.792517 -2.866350 0.1 -0.8 1.4 -0.024
H 1.210632 -2.283036 -2.769166 0.4 0.0 0.3 0.168
H 1.880544 -3.950923 -2.495799 -0.4 1.3 0.6 0.356
H 2.183427 -2.698039 -1.200857 0.0 0.3 -0.8 -0.051
O -3.428718 -4.328992 -0.257788 0.0 -0.3 0.9 -0.552
C -3.451060 -4.540759 0.965342 0.8 -0.1 0.2 0.510
N -2.291369 -4.835457 1.671718 -0.5 1.0 -0.3 -0.411
C -4.743449 -4.455226 1.765391 1.2 0.6 0.3 -1.119
H -1.468928 -4.641351 1.076194 -0.3 -0.2 0.7 0.337
H -2.238366 -4.546370 2.681383 -0.2 -0.4 -1.4 0.263
H -4.565683 -3.645486 2.532360 -0.7 -0.5 -1.0 0.262
H -4.942719 -5.341704 2.352904 0.1 -0.4 0.0 0.362
H -5.521103 -4.315842 1.025104 -0.3 0.5 0.3 0.314
O 2.803708 3.163964 -5.861021 0.3 1.2 0.2 -0.682
C 2.230571 2.106473 -5.972823 0.3 0.2 -0.2 0.798
N 2.650834 0.982148 -5.387990 0.4 0.5 0.4 -0.250
C 1.073438 1.893126 -6.876350 -0.7 0.0 -0.1 -0.747
H 3.555259 0.972507 -4.933442 -0.1 -0.3 0.0 0.321
H 2.154096 0.197655 -5.700063 -0.2 -1.6 0.2 0.138
H 0.369378 2.699497 -6.871426 -0.3 0.6 0.4 0.333
H 0.541356 0.982446 -6.618526 0.0 -0.2 -0.3 0.022
H 1.463771 1.911348 -7.878034 0.2 -0.5 -0.6 0.257
O 2.806008 3.731648 1.949535 -0.5 -2.1 0.8 -0.612
C 2.933307 4.877381 1.627622 1.2 1.7 -0.7 0.587
N 2.426553 5.311217 0.428553 0.6 1.5 0.1 -0.355
C 3.698980 5.895153 2.504887 -1.7 0.0 -0.5 -0.815
H 2.616365 6.197850 -0.049733 0.0 -0.6 1.0 0.190
H 1.887117 4.689726 -0.116287 -0.5 -0.9 -0.3 0.187
H 4.696180 5.584098 2.803208 -0.3 -0.6 0.3 0.284
H 2.981771 6.119930 3.365223 1.4 0.0 -1.0 0.055
H 3.889562 6.748709 1.867045 -0.3 0.7 0.3 0.362
O -2.354937 -3.179111 4.234228 -0.1 0.7 -0.1 -0.749
C -1.638803 -2.177660 4.195999 1.2 -2.1 0.3 0.397
N -0.306784 -2.294255 4.586014 -3.2 -0.4 -0.6 -0.206
C -2.042383 -0.869531 3.554644 0.2 -1.1 0.1 0.099
H 0.235276 -1.487736 4.653428 1.4 1.0 0.1 0.173
H 0.020657 -3.184882 4.913592 -0.1 0.1 0.2 0.195
H -1.113247 -0.639259 3.044529 -0.2 1.0 -0.3 -0.378
H -2.336594 -0.146626 4.309989 0.1 0.2 -0.2 0.348
H -2.855145 -1.068202 2.834910 0.4 0.2 0.4 0.166
O 3.070870 -1.996276 1.029064 0.1 -0.4 0.1 -0.725
C 3.220280 -3.079714 1.637230 -0.3 1.0 -0.1 0.765
N 3.257038 -3.058299 2.979276 0.0 0.4 -0.3 -0.281
C 3.302433 -4.339910 0.834587 0.7 -1.9 0.7 -0.851
H 2.980674 -2.143634 3.428366 0.1 -1.3 -0.1 0.115
H 3.362394 -3.907108 3.505440 -0.1 0.0 0.1 0.185
H 3.493223 -5.339512 1.350506 0.0 1.6 -0.2 0.359
H 3.994631 -4.237926 0.008715 0.5 0.2 0.1 0.271
H 2.372941 -4.499159 0.337079 -1.1 0.2 -0.1 0.026
O 1.451136 7.764751 5.135387 0.1 -0.5 0.2 -0.667
C 0.894160 6.684268 5.281574 -0.1 1.2 -0.2 0.673
N -0.309236 6.408525 4.725912 -0.5 0.8 -0.6 -0.260
C 1.393229 5.560004 6.164070 1.4 0.1 1.1 -0.734
H -0.617521 5.468114 4.783592 -0.9 -0.6 -0.1 0.166
H -0.902885 7.088707 4.206523 1.2 -0.8 0.8 0.207
H 1.257568 5.877136 7.255781 0.1 -0.5 -1.5 0.265
H 2.508917 5.324993 6.039069 -1.6 0.5 0.0 0.253
H 0.795450 4.679261 5.941111 0.2 -0.3 0.4 0.215
O -3.847611 -4.269701 -5.473015 0.0 -0.1 -0.1 -0.726
C -4.305671 -4.299079 -4.337404 0.4 1.2 0.1 0.726
N -3.713786 -4.962661 -3.327023 -0.2 -0.2 -0.9 -0.377
C -5.506187 -3.516677 -3.900303 -0.7 0.1 -0.4 -1.013
H -2.758103 -5.150359 -3.494109 1.0 -0.6 0.1 0.267
H -3.964583 -4.670642 -2.421996 -0.2 0.1 1.5 0.251
H -5.353328 -2.832898 -3.051520 0.3 -0.4 -0.2 0.188
H -6.246770 -4.265526 -3.641233 -0.4 0.0 0.3 0.415
H -5.895755 -2.953415 -4.740912 0.0 0.1 -0.1 0.331
O -4.532236 -1.134768 -1.490072 1.0 2.2 1.2 -0.638
C -4.026071 -0.131073 -0.915803 -2.0 -1.9 -2.2 0.736
N -2.838006 -0.198784 -0.318754 0.6 -0.6 0.3 0.378
C -4.772830 1.204259 -0.840102 -0.4 -1.5 0.8 -1.340
H -2.399955 0.625435 0.027653 0.4 0.4 0.2 -0.141
H -2.316381 -1.076787 -0.309595 -0.4 0.5 -0.1 -0.056
H -5.715599 1.173928 -1.424624 0.6 -0.1 0.8 0.307
H -4.207772 2.043077 -1.098135 1.3 1.2 -1.2 0.432
H -4.829705 1.401946 0.236297 -1.1 -0.2 0.0 0.258
```
Positions in Å, forces in eV/Å.